{"formula": "C94H198Cl8N10O10", "method": "wB97M-V/def2-TZVPD", "multiplicity": 1, "total_charge": 0, "homo_lumo_gap_ha": 0.3033, "elements": ["C", "Cl", "Cl", "H", "H", "C", "Cl", "Cl", "H", "H", "C", "Cl", "Cl", "H", "H", "C", "Cl", "Cl", "H", "H", "C", "C", "C", "C", "C", "C", "N", "O", "C", "C", "C", "H", "H", "H", "H", "H", "H", "H", "H", "H", "H", "H", "H", "H", "H", "H", "H", "H", "H", "H", "C", "C", "C", "C", "C", "C", "N", "O", "C", "C", "C", "H", "H", "H", "H", "H", "H", "H", "H", "H", "H", "H", "H", "H", "H", "H", "H", "H", "H", "H", "C", "C", "C", "C", "C", "C", "N", "O", "C", "C", "C", "H", "H", "H", "H", "H", "H", "H", "H", "H", "H", "H", "H", "H", "H", "H", "H", "H", "H", "H", "C", "C", "C", "C", "C", "C", "N", "O", "C", "C", "C", "H", "H", "H", "H", "H", "H", "H", "H", "H", "H", "H", "H", "H", "H", "H", "H", "H", "H", "H", "C", "C", "C", "C", "C", "C", "N", "O", "C", "C", "C", "H", "H", "H", "H", "H", "H", "H", "H", "H", "H", "H", "H", "H", "H", "H", "H", "H", "H", "H", "C", "C", "C", "C", "C", "C", "N", "O", "C", "C", "C", "H", "H", "H", "H", "H", "H", "H", "H", "H", "H", "H", "H", "H", "H", "H", "H", "H", "H", "H", "C", "C", "C", "C", "C", "C", "N", "O", "C", "C", "C", "H", "H", "H", "H", "H", "H", "H", "H", "H", "H", "H", "H", "H", "H", "H", "H", "H", "H", "H", "C", "C", "C", "C", "C", "C", "N", "O", "C", "C", "C", "H", "H", "H", "H", "H", "H", "H", "H", "H", "H", "H", "H", "H", "H", "H", "H", "H", "H", "H", "C", "C", "C", "C", "C", "C", "N", "O", "C", "C", "C", "H", "H", "H", "H", "H", "H", "H", "H", "H", "H", "H", "H", "H", "H", "H", "H", "H", "H", "H", "C", "C", "C", "C", "C", "C", "N", "O", "C", "C", "C", "H", "H", "H", "H", "H", "H", "H", "H", "H", "H", "H", "H", "H", "H", "H", "H", "H", "H", "H"], "positions_angstrom": [[-2.56712, 2.11636, 4.34466], [-3.25083, 2.13516, 2.71922], [-3.06722, 0.64145, 5.21560], [-1.48352, 2.21888, 4.28628], [-2.90897, 2.93913, 4.97257], [1.34533, 4.51395, -1.63207], [2.90644, 5.40373, -1.35078], [0.67827, 5.13274, -3.20693], [1.50390, 3.43872, -1.71471], [0.69067, 4.85523, -0.83017], [-6.24099, 1.59213, -4.48034], [-6.94129, -0.12347, -4.27909], [-5.04511, 2.03503, -3.18266], [-5.70942, 1.76209, -5.41663], [-7.05319, 2.31663, -4.53981], [-2.01252, 0.86606, -6.84586], [-1.12078, -0.69059, -6.73447], [-3.65673, 0.56168, -7.52434], [-2.12023, 1.37030, -5.88553], [-1.54931, 1.59905, -7.50637], [7.65485, -2.21281, -1.62074], [7.45992, -2.73668, -0.14672], [8.69836, -2.36464, 0.70819], [8.61462, -2.75986, 2.19295], [7.44150, -1.97467, 2.76707], [6.07627, -2.18593, 2.00313], [6.29952, -2.04306, 0.50834], [5.17857, -2.28956, -0.14100], [5.55466, -3.52907, 2.43379], [5.06657, -1.09246, 2.53550], [7.38686, -4.30064, -0.23389], [8.57402, -2.64089, -2.02070], [7.80497, -1.13396, -1.66102], [6.79669, -2.45652, -2.24704], [9.62104, -2.71232, 0.24357], [8.80173, -1.28011, 0.74271], [9.52430, -2.38429, 2.66149], [8.57973, -3.84195, 2.31930], [7.76005, -0.93255, 2.79163], [7.26755, -2.25663, 3.80550], [6.38291, -4.23392, 2.50658], [4.98308, -3.48456, 3.36083], [4.90486, -3.90855, 1.64522], [4.09699, -1.33564, 2.10091], [5.01782, -1.26746, 3.61025], [5.47661, -0.12164, 2.25713], [8.18793, -4.78282, -0.79415], [6.41071, -4.53601, -0.65793], [7.36809, -4.78102, 0.74436], [5.18468, -3.23031, -0.33218], [-4.45989, -3.78558, -7.05845], [-4.16313, -4.19906, -5.62040], [-3.92854, -2.78583, -4.84418], [-3.85654, -2.89151, -3.31934], [-5.11405, -3.59702, -2.79804], [-5.36219, -4.93279, -3.52050], [-5.32251, -4.86257, -5.00024], [-5.63475, -6.00783, -5.67963], [-4.32274, -6.00722, -2.99318], [-6.78799, -5.35802, -3.12297], [-2.80075, -4.94691, -5.57907], [-5.07791, -2.88773, -7.05467], [-5.00221, -4.57789, -7.57443], [-3.63966, -3.58020, -7.74631], [-3.00072, -2.35693, -5.22274], [-4.67851, -2.01911, -5.03857], [-3.93670, -1.90459, -2.86364], [-2.93289, -3.33969, -2.95314], [-6.03704, -3.01844, -2.83605], [-5.05429, -3.88853, -1.74943], [-3.34096, -5.57874, -2.79163], [-4.70166, -6.41897, -2.05777], [-4.25641, -6.91453, -3.59358], [-6.90689, -5.41688, -2.04108], [-7.41080, -4.62442, -3.63488], [-7.07464, -6.31680, -3.55503], [-2.24374, -4.84470, -4.64773], [-2.16408, -4.53735, -6.36330], [-2.82852, -6.02134, -5.76054], [-5.06530, -6.71150, -5.36001], [1.48961, 2.50689, 4.36289], [1.48324, 4.02906, 4.42178], [1.93659, 4.51204, 3.07969], [1.56742, 5.92975, 2.59287], [0.11352, 6.05895, 2.75513], [-0.50419, 5.81232, 4.12645], [0.05799, 4.49755, 4.65275], [-0.47865, 4.13471, 5.91774], [-0.05208, 7.02016, 4.96113], [-2.01099, 5.71784, 3.99084], [2.46956, 4.63529, 5.51431], [1.47585, 1.97801, 5.31587], [2.40109, 2.07446, 3.95019], [0.68941, 2.22299, 3.67938], [3.02609, 4.53181, 3.05308], [1.74319, 3.73261, 2.34268], [1.99066, 6.15277, 1.61346], [2.07334, 6.62367, 3.26416], [-0.26170, 5.37540, 1.99352], [-0.34357, 6.97720, 2.38636], [0.45984, 7.79424, 4.38942], [-0.91288, 7.60153, 5.29150], [0.44643, 6.65965, 5.86092], [-2.53484, 5.54914, 4.93169], [-2.44395, 6.62331, 3.56565], [-2.33231, 4.95866, 3.27775], [3.49306, 4.26397, 5.56574], [2.06255, 4.40518, 6.49894], [2.46146, 5.72291, 5.58597], [0.03001, 4.73487, 6.46789], [7.38367, 2.63044, -1.86544], [8.13263, 3.21581, -0.68979], [8.09015, 4.79097, -0.76438], [6.74813, 5.44036, -0.31501], [6.26329, 4.88579, 0.98877], [6.23424, 3.31361, 1.03397], [7.51614, 2.79363, 0.58260], [7.63966, 1.44510, 0.87568], [6.05227, 3.06034, 2.54869], [5.03231, 2.71276, 0.35050], [9.59505, 2.79177, -0.66073], [7.18540, 1.56560, -1.74340], [8.15135, 2.76467, -2.62752], [6.40341, 3.06284, -2.06596], [8.88694, 5.22392, -0.15959], [8.17893, 5.04357, -1.82099], [5.90250, 5.33813, -0.99513], [6.76355, 6.52745, -0.23684], [5.23652, 5.25121, 0.97094], [6.78742, 5.38783, 1.80201], [6.91938, 3.39471, 3.11826], [5.12889, 3.43949, 2.98653], [6.15530, 2.00045, 2.78131], [4.04852, 2.75982, 0.81743], [4.85773, 3.28170, -0.56270], [5.09182, 1.62785, 0.26375], [10.12734, 3.15909, 0.21668], [10.22358, 3.26649, -1.41419], [9.71209, 1.72164, -0.83168], [7.00346, 1.14594, 0.22196], [4.97361, 1.39894, -4.10818], [3.81519, 0.62873, -4.80839], [3.05005, 1.73591, -5.53048], [1.98682, 1.20477, -6.58082], [2.63506, 0.16766, -7.55117], [3.45758, -0.92828, -6.81505], [4.33093, -0.39535, -5.73173], [5.04812, -1.40695, -5.13203], [2.39926, -1.91043, -6.24669], [4.32009, -1.62643, -7.93484], [2.92277, 0.03759, -3.70768], [5.46986, 0.65801, -3.48138], [4.60802, 2.15216, -3.41027], [5.61291, 1.85101, -4.86649], [2.39889, 2.28716, -4.85208], [3.71508, 2.36283, -6.12445], [1.38963, 1.96841, -7.07912], [1.16434, 0.69292, -6.08118], [3.31307, 0.71326, -8.20748], [1.84512, -0.27370, -8.15886], [1.93667, -2.47371, -7.05714], [2.91336, -2.58100, -5.55812], [1.66687, -1.45582, -5.57958], [3.82488, -1.82344, -8.88566], [5.18879, -1.03483, -8.22375], [4.73360, -2.59086, -7.63988], [2.84137, 0.70969, -2.85342], [3.14364, -0.97347, -3.36550], [1.86817, 0.00964, -3.98183], [5.93496, -1.33152, -5.49178], [-3.99706, -6.37413, 1.94402], [-2.72208, -6.68351, 1.18222], [-2.17328, -5.30696, 0.51395], [-0.67803, -5.34738, 0.07492], [0.21771, -5.78657, 1.22931], [-0.27363, -7.14965, 1.87554], [-1.72219, -7.10198, 2.17514], [-2.18493, -8.15870, 2.99884], [0.02287, -8.34783, 0.97811], [0.48525, -7.39512, 3.19695], [-3.02590, -7.73251, 0.07247], [-3.73997, -5.58783, 2.65377], [-4.52587, -7.26200, 2.29064], [-4.71447, -5.92180, 1.25933], [-2.67128, -5.12811, -0.43899], [-2.31508, -4.46576, 1.19246], [-0.28580, -4.40835, -0.31557], [-0.61211, -6.04181, -0.76264], [0.36105, -4.96720, 1.93373], [1.23617, -5.91861, 0.86406], [-0.27966, -8.22222, -0.06151], [1.09890, -8.51885, 1.00972], [-0.47103, -9.21806, 1.41039], [0.21249, -6.70184, 3.99261], [0.27720, -8.38744, 3.59710], [1.55936, -7.25048, 3.08085], [-3.98885, -7.56203, -0.40895], [-2.92079, -8.77347, 0.37820], [-2.29188, -7.61979, -0.72540], [-2.00990, -7.84097, 3.88766], [-2.75123, 9.44890, -1.60754], [-2.78398, 8.04050, -2.26250], [-2.09823, 7.14280, -1.24311], [-2.37650, 5.66062, -1.39722], [-3.88483, 5.41927, -1.51881], [-4.71818, 6.28359, -2.54523], [-4.22823, 7.68499, -2.40318], [-4.91886, 8.42374, -3.33373], [-4.68172, 5.74503, -4.03041], [-6.22278, 6.12726, -2.06262], [-2.08434, 8.10334, -3.61326], [-3.09869, 9.52825, -0.57747], [-3.27367, 10.17703, -2.22801], [-1.72238, 9.78592, -1.73401], [-1.03490, 7.33772, -1.38257], [-2.33221, 7.37763, -0.20474], [-1.95808, 5.06053, -0.58919], [-1.92103, 5.24364, -2.29542], [-4.31671, 5.52793, -0.52394], [-3.90434, 4.39565, -1.89289], [-5.18517, 4.78320, -4.12796], [-5.08982, 6.31817, -4.86291], [-3.64110, 5.47162, -4.20496], [-6.94215, 6.67631, -2.67021], [-6.49539, 5.07626, -1.96679], [-6.42283, 6.56302, -1.08375], [-2.65862, 8.71399, -4.30996], [-1.93471, 7.08280, -3.96571], [-1.06393, 8.46418, -3.48415], [-5.67070, 8.75923, -2.83999], [-6.61087, 2.25893, 0.92986], [-7.09648, 0.80762, 0.91151], [-7.41533, 0.48972, -0.59382], [-7.57084, -0.99126, -0.86228], [-6.44783, -1.87882, -0.27657], [-6.05892, -1.57330, 1.18738], [-6.03674, -0.10482, 1.40248], [-5.80525, 0.13263, 2.75544], [-7.14857, -2.29480, 2.05791], [-4.65700, -2.24239, 1.48438], [-8.35779, 0.75482, 1.71426], [-7.07826, 2.88760, 0.17195], [-5.55500, 2.26205, 0.65924], [-6.62074, 2.72094, 1.91705], [-8.32816, 1.02325, -0.85877], [-6.63083, 0.70918, -1.31804], [-7.74613, -1.19115, -1.91936], [-8.49927, -1.33426, -0.40571], [-5.56363, -1.80233, -0.90938], [-6.93954, -2.84245, -0.40969], [-7.12434, -3.37737, 1.93318], [-7.09649, -2.21366, 3.14364], [-8.16742, -2.08240, 1.73400], [-3.85189, -1.61720, 1.09831], [-4.37396, -2.28219, 2.53623], [-4.52473, -3.22063, 1.02215], [-9.11388, 0.04294, 1.38313], [-8.85976, 1.71843, 1.62725], [-8.18159, 0.60364, 2.77924], [-5.01504, 0.67774, 2.75149], [-0.03530, 0.12486, 1.59553], [0.58309, 0.44515, 0.14707], [0.74601, -0.86666, -0.59397], [-0.57924, -1.39787, -1.16058], [-1.14680, -0.34865, -2.07953], [-1.39580, 1.06651, -1.43104], [-0.19888, 1.44871, -0.65047], [-0.36693, 2.68560, -0.01562], [-1.64233, 1.99499, -2.62442], [-2.71506, 1.08304, -0.53543], [2.01458, 0.93123, 0.25583], [0.52803, -0.51510, 2.27465], [-0.96145, -0.42781, 1.43775], [-0.26882, 1.00475, 2.19499], [1.46126, -0.90356, -1.41565], [1.07612, -1.70111, 0.02474], [-1.36093, -1.60732, -0.43038], [-0.43475, -2.23709, -1.84097], [-2.10692, -0.67466, -2.47954], [-0.41360, -0.18246, -2.86876], [-2.21521, 1.53654, -3.43048], [-2.13954, 2.89624, -2.26577], [-0.73201, 2.26804, -3.15813], [-3.52060, 0.75785, -1.19380], [-2.77580, 0.38672, 0.30095], [-2.80683, 2.09995, -0.15390], [2.09617, 1.83807, 0.85506], [2.46801, 1.09291, -0.72211], [2.71606, 0.14083, 0.52285], [-1.16515, 2.55747, 0.50211], [0.50412, -2.40822, 9.72170], [0.16789, -3.18460, 8.40781], [-1.23378, -2.66493, 7.92489], [-1.53288, -3.05807, 6.49807], [-0.43553, -2.39263, 5.58100], [1.00189, -2.80309, 5.91929], [1.22800, -2.79913, 7.42842], [2.48362, -3.10601, 7.81663], [1.19352, -4.25889, 5.37022], [1.91257, -1.93357, 5.05674], [0.13506, -4.71685, 8.67711], [0.63743, -1.33495, 9.58596], [1.44816, -2.78537, 10.11495], [-0.23928, -2.54228, 10.50751], [-2.04003, -3.06292, 8.54107], [-1.35494, -1.58292, 7.97676], [-2.50970, -2.61909, 6.29508], [-1.66544, -4.12550, 6.32168], [-0.56168, -1.32122, 5.42520], [-0.54722, -2.78978, 4.57209], [1.43217, -4.20036, 4.30828], [2.03024, -4.79509, 5.81796], [0.32005, -4.91089, 5.37824], [1.93272, -0.92979, 5.48116], [2.98760, -2.10409, 5.11449], [1.72565, -1.92777, 3.98290], [-0.50528, -5.05721, 9.49089], [1.14449, -5.12292, 8.74229], [-0.16578, -5.19290, 7.74386], [2.80039, -2.24264, 8.09203]], "forces_ev_per_a": [[0.2, 0.1, 1.0], [0.1, 0.3, -0.1], [0.3, 0.1, -0.2], [-0.1, -0.4, -0.1], [-0.3, 0.0, -0.5], [0.3, 1.3, -0.6], [-0.4, -0.6, 0.0], [0.2, -0.5, 0.6], [0.0, 0.3, 0.2], [0.0, -0.5, -0.3], [0.1, -0.2, 0.1], [1.0, 1.9, -0.4], [-1.0, -0.4, -0.8], [0.1, -1.0, 0.0], [-0.1, -0.3, 0.8], [-0.5, 0.0, -0.3], [-0.3, 1.0, 0.0], [0.5, 0.2, 0.4], [0.0, -0.6, 0.1], [0.3, -0.6, -0.2], [-0.2, 0.0, 1.1], [1.4, 0.2, 0.3], [0.0, 0.3, 0.1], [-0.1, 0.4, -0.9], [-0.5, -0.3, -0.2], [1.3, 1.1, 0.8], [3.4, 0.7, 2.2], [-3.1, -0.4, -2.0], [-0.1, -0.8, -0.8], [1.2, -1.5, -1.1], [-1.1, 0.6, 0.7], [-0.1, -0.3, -0.1], [-0.2, 0.1, 0.3], [0.1, -0.1, 0.0], [-0.1, -0.4, -0.1], [-0.2, 0.3, -0.4], [0.1, -0.3, 0.2], [-0.2, 0.0, 0.2], [-0.3, 0.2, -0.2], [-0.1, 0.0, 0.1], [-0.2, -0.1, 0.3], [0.1, -0.1, 0.0], [-0.4, -0.2, 0.1], [-0.1, 0.5, 0.0], [0.0, 0.4, 0.0], [-0.4, 0.1, 0.2], [-0.1, 0.4, -0.3], [0.1, -0.5, -0.5], [0.1, 0.2, 0.1], [-0.6, -0.5, -0.2], [-1.1, -0.4, -0.7], [1.2, 2.2, 1.1], [0.3, -1.0, 0.2], [-1.1, 0.2, 0.3], [0.4, -1.3, -0.7], [0.3, -2.1, 0.2], [0.6, 2.9, 0.2], [-0.7, -0.9, -0.1], [-1.0, 0.4, 0.5], [0.4, -0.2, -1.0], [0.1, -0.1, 0.0], [-0.2, -0.1, -0.1], [-0.3, 0.0, 0.1], [0.6, 0.1, 0.6], [0.1, -0.1, -0.1], [-0.4, -0.4, -0.5], [0.5, 0.4, -0.2], [0.0, -0.2, 0.0], [0.2, 0.5, -0.5], [0.3, 0.1, 0.2], [0.0, -0.2, -0.2], [0.0, 0.3, 0.3], [0.2, 0.2, -0.5], [-0.1, 0.3, -0.1], [-0.5, 0.1, 0.5], [0.2, -0.1, 0.1], [-0.2, 0.2, 0.2], [0.0, 0.1, 0.0], [-0.4, -0.1, -0.2], [0.5, -0.4, 0.1], [0.4, -0.4, 0.3], [0.1, 1.5, 1.6], [1.4, 0.5, -1.9], [1.1, -0.4, 1.9], [-2.1, -0.2, -2.0], [1.8, -0.7, 0.0], [-0.5, -0.5, -1.8], [0.8, 0.6, -0.7], [-1.2, 0.3, 0.7], [-0.6, -0.1, -0.2], [-1.4, -0.4, 0.8], [-0.8, 0.3, 0.2], [0.3, 0.5, -0.4], [-0.1, -0.2, 0.3], [0.3, -0.3, 0.4], [-0.7, 0.2, -0.4], [-0.4, -0.3, -0.2], [0.2, 0.2, 0.1], [-0.6, -0.7, 0.2], [0.4, 0.6, 0.2], [0.8, -0.5, 0.1], [-0.3, -0.2, 0.4], [0.4, 0.6, -0.1], [0.2, -0.1, 0.1], [0.3, 0.4, 0.1], [0.3, -0.4, 0.1], [-0.1, -0.1, -0.6], [-0.1, -0.5, 0.3], [0.2, 0.1, -0.8], [-0.2, 0.0, 1.1], [0.8, -0.2, -0.3], [-0.9, 1.0, 1.3], [-1.4, -0.1, -0.1], [0.3, -0.4, -0.4], [-0.7, -0.3, -0.9], [-0.3, 1.6, 2.4], [1.0, 2.5, 1.6], [-0.3, -0.2, -0.9], [1.4, -1.3, 0.4], [-1.0, 0.3, -0.9], [0.7, 0.1, -0.4], [0.3, -0.2, 0.0], [-0.8, -0.2, -1.0], [0.4, 0.4, -0.2], [0.2, -0.1, -0.2], [0.7, 0.1, 0.0], [0.3, -0.6, -0.8], [0.7, 0.1, 0.0], [-0.4, -0.3, 0.9], [0.1, -0.7, 0.3], [0.0, 0.8, -0.1], [0.0, 0.1, -0.3], [-0.7, -0.3, -0.3], [0.3, 0.7, 0.9], [0.1, -0.7, -0.6], [0.5, -0.1, -0.7], [-0.5, -0.5, 0.6], [-0.5, 0.2, -0.7], [0.0, -0.1, 0.5], [-0.2, -1.7, 0.0], [-0.2, -1.3, -0.1], [-0.1, 0.4, 1.1], [-2.1, -0.9, -2.4], [0.6, -1.4, 0.5], [0.4, 1.6, 1.0], [-1.2, -0.4, -0.6], [-0.5, 2.1, -2.4], [0.0, -0.8, 0.9], [1.0, -0.4, 0.5], [0.4, -0.1, 0.7], [-1.1, 0.2, 0.4], [0.6, 0.1, -0.1], [-0.3, 0.1, -0.3], [0.2, -0.1, 0.2], [0.8, 0.4, 0.4], [0.2, 0.3, 0.4], [0.7, 0.5, -0.4], [0.2, -0.3, 0.6], [0.1, 0.1, -0.2], [0.2, -0.3, 0.0], [-0.2, 0.0, 0.1], [0.1, -0.5, -0.3], [-0.2, 0.4, -0.5], [-0.7, 0.2, 0.3], [0.0, 0.4, 0.3], [-0.1, -0.1, 0.4], [0.6, 0.0, 0.2], [0.5, 0.1, 0.0], [-0.1, -0.2, -0.6], [0.1, 0.1, 0.0], [-0.3, 0.7, -0.9], [0.7, 0.3, -0.6], [0.8, -1.0, -0.2], [-0.4, -0.7, 0.8], [-0.3, -1.0, -0.1], [0.0, 0.1, 0.1], [0.3, 2.0, 0.3], [0.3, -0.4, -0.8], [0.6, 0.1, 0.0], [-0.2, 0.3, 0.2], [0.8, 0.4, -0.4], [-0.4, -0.4, 0.6], [0.5, 0.1, 0.6], [0.0, 0.2, -0.3], [-0.8, 0.0, 0.3], [-0.2, -0.1, 0.1], [-0.5, 0.3, 0.0], [0.2, -0.2, 0.0], [-0.6, -0.1, 0.5], [0.1, -0.5, -0.1], [-0.1, 0.0, 0.1], [0.1, -0.2, -0.2], [0.0, -0.1, -0.1], [-0.3, 0.3, -0.1], [0.2, -0.1, -0.2], [0.0, -0.3, -0.3], [-0.1, -0.1, 0.3], [-0.3, 0.1, 0.4], [0.1, 0.0, -0.2], [-0.1, 0.1, 0.1], [0.4, 0.3, -1.4], [-1.6, 1.2, 0.6], [0.6, -0.9, -0.1], [-0.5, 0.3, -1.2], [0.3, -0.3, -0.9], [-0.2, -0.2, 0.5], [-0.4, -2.3, 1.7], [-0.2, 1.3, -1.1], [0.9, -0.9, 0.9], [0.6, 1.0, 0.2], [0.4, -0.7, 0.4], [0.1, -0.3, -0.1], [-0.5, -0.1, 0.0], [0.3, 0.1, 0.7], [0.2, 0.0, 0.2], [-0.3, 0.5, -0.1], [-0.1, 0.1, 0.2], [0.2, 0.2, -0.2], [-0.3, -0.2, -0.1], [-0.8, -0.3, 0.4], [-0.2, -0.1, 0.5], [0.2, 0.7, 0.5], [0.2, 0.3, -0.5], [0.1, -0.4, -0.6], [0.1, 0.0, -0.4], [0.6, 0.0, 0.4], [0.2, -0.1, 0.0], [-0.3, 0.0, -0.4], [0.0, 0.4, -0.1], [-0.1, 0.3, 0.0], [1.6, -0.1, 0.1], [0.1, -0.3, -1.5], [0.6, -1.0, 0.2], [-0.9, -0.3, 1.2], [-0.5, 1.1, -0.7], [-1.1, -1.2, 0.5], [0.8, -0.4, -1.4], [-0.2, 0.0, 0.8], [-0.1, -0.6, 0.0], [-0.1, 1.3, 0.0], [-1.5, 0.2, 0.6], [-0.5, -0.1, 0.3], [0.3, -0.1, -0.2], [-0.4, 0.0, 0.0], [0.1, 0.1, -0.1], [0.4, 1.1, 0.5], [0.4, 0.0, -0.1], [-0.2, -0.1, 0.2], [0.1, -0.1, 0.0], [0.9, -0.6, 0.4], [0.5, -0.2, -0.4], [0.2, 0.7, -0.1], [0.0, 0.5, 0.1], [0.0, 0.2, -0.5], [-0.6, -0.3, 0.2], [-0.4, -0.1, 0.1], [0.2, -0.4, -0.1], [-0.1, 0.1, 0.0], [0.2, -0.1, -0.1], [0.2, 0.0, 0.2], [-0.3, 0.2, -1.0], [0.3, -0.2, 1.3], [-1.8, -2.1, -0.7], [-0.3, 0.9, -0.8], [-0.1, 1.4, 0.7], [-0.5, -1.6, 0.5], [0.8, -1.1, -1.4], [0.1, -0.3, 0.1], [0.4, 0.5, 0.2], [1.1, -0.5, -1.0], [0.6, 0.5, -0.2], [0.7, 0.0, -0.5], [-0.2, 0.1, 0.0], [0.0, 0.3, -0.3], [0.1, 0.8, -0.1], [0.4, 0.5, 0.8], [0.3, -0.4, 0.4], [0.2, -0.5, 0.5], [0.1, 0.1, -0.3], [-0.1, 0.0, -0.4], [-0.5, -0.3, 0.5], [0.0, 0.2, -0.4], [0.4, 0.2, 0.5], [-0.3, 0.6, 0.0], [0.5, 0.0, 0.1], [-0.7, 0.0, -0.2], [0.3, -0.1, 0.1], [-0.6, 0.7, -0.4], [-0.3, -0.1, 1.2], [-0.3, 0.3, 0.7], [0.4, -0.6, -0.1], [-0.3, 0.9, 0.8], [0.5, -1.0, -0.1], [0.6, 1.4, -0.8], [-0.8, -1.3, -0.1], [-0.2, -2.4, 0.5], [-3.4, 1.9, -2.2], [1.6, -0.5, 0.3], [0.2, 0.0, -0.5], [1.4, 1.2, 1.4], [0.4, 0.3, -1.3], [-0.2, 0.0, -0.4], [0.0, -0.1, 0.1], [-0.2, -0.2, -0.1], [0.3, -0.2, 0.5], [0.5, 0.1, 0.2], [-0.1, 0.0, -0.5], [0.4, -0.1, 0.1], [0.0, 0.2, 0.7], [-0.3, 0.0, -0.2], [0.1, 0.1, -0.2], [0.0, 0.2, 0.3], [-0.2, 0.2, 0.5], [-0.7, 0.5, -0.4], [0.1, -1.0, 0.2], [-0.7, 0.0, 0.2], [0.1, 0.2, 0.0], [0.2, 0.3, 0.7], [-0.6, -0.1, 0.0], [0.6, -0.1, 0.2]]}